Record 1
Computed, not measured: a molecular structure, C41H46AsCaN8O2S2 at a distorted geometry, with ωB97M-V/def2-TZVPD.

Calculated values
Energy above the lowest of the compared OMol25 structures with the same formula, charge and spin: 69.20 kJ/mol
HOMO-LUMO gap: 0.249 Eh
Total energy: -5888.24670 hartree

ORCA input file:
```
! RIJCOSX wB97M-V def2-TZVPD def2/J DEFGRID3
* xyz 1 1
Ca -0.117 1.189 1.305
C 0.544 4.853 3.834
C 0.656 3.840 2.734
N 0.471 2.573 2.970
N 0.295 2.238 4.252
C -0.190 1.040 4.554
N -0.022 0.696 5.848
S -1.041 -0.057 3.552
C 1.053 4.208 1.380
C 1.561 5.480 1.085
C 2.026 5.755 -0.184
C 1.988 4.757 -1.151
C 1.457 3.534 -0.786
N 0.981 3.259 0.425
H -0.190 4.495 4.552
H 0.239 5.829 3.460
H 1.496 4.958 4.360
H 0.369 1.374 6.480
H -0.524 -0.093 6.210
H 1.607 6.237 1.855
H 2.433 6.729 -0.421
H 2.365 4.923 -2.150
H 1.432 2.718 -1.503
C 5.665 -10.893 -3.104
O 6.372 -9.675 -2.934
C 5.683 -8.597 -2.517
C 6.421 -7.423 -2.357
C 5.810 -6.262 -1.940
C 4.439 -6.238 -1.668
C 3.711 -7.417 -1.827
C 4.316 -8.587 -2.245
C 3.733 -5.043 -1.222
N 2.440 -4.985 -0.979
C 2.193 -3.706 -0.581
C 3.357 -2.958 -0.579
N 4.330 -3.830 -0.993
C 3.402 -1.595 -0.176
C 4.559 -0.802 -0.127
C 4.474 0.485 0.343
C 3.229 0.973 0.746
N 2.117 0.264 0.673
C 2.180 -1.005 0.225
C 0.947 -1.772 0.200
N -0.183 -1.146 0.578
C -1.306 -1.836 0.634
C -1.392 -3.190 0.295
C -0.256 -3.838 -0.127
C 0.951 -3.128 -0.179
H 6.399 -11.620 -3.436
H 4.884 -10.797 -3.861
H 5.223 -11.229 -2.163
H 7.482 -7.454 -2.570
H 6.418 -5.372 -1.829
H 2.652 -7.395 -1.613
H 3.718 -9.480 -2.353
H 5.312 -3.638 -1.083
H 5.510 -1.208 -0.448
H 5.349 1.117 0.405
H 3.139 1.975 1.149
H -2.183 -1.293 0.970
H -2.339 -3.705 0.369
H -0.260 -4.884 -0.406
C -3.629 4.011 3.437
As -2.686 3.033 2.018
C -2.479 4.579 0.815
C -4.234 2.017 1.297
C -5.542 2.661 0.946
C -5.662 3.589 -0.088
C -6.897 4.106 -0.449
C -8.044 3.711 0.222
C -7.942 2.797 1.260
C -6.704 2.282 1.616
H -4.509 4.516 3.039
H -2.964 4.753 3.881
H -3.937 3.318 4.219
H -3.434 5.004 0.511
H -1.898 4.293 -0.063
H -1.922 5.341 1.360
H -4.402 1.275 2.081
H -3.832 1.479 0.435
H -4.783 3.900 -0.637
H -6.968 4.818 -1.261
H -9.010 4.102 -0.069
H -8.828 2.478 1.794
H -6.644 1.556 2.419
C -1.584 -0.746 -3.814
C -2.045 -0.260 -2.448
S -0.882 0.951 -1.743
O -1.457 1.324 -0.403
C -1.291 2.387 -2.806
C -2.741 2.815 -2.666
H -2.294 -1.474 -4.204
H -0.607 -1.227 -3.750
H -1.519 0.068 -4.536
H -2.042 -1.071 -1.721
H -3.037 0.189 -2.470
H -1.013 2.120 -3.826
H -0.615 3.162 -2.450
H -3.402 2.230 -3.304
H -2.845 3.864 -2.939
H -3.059 2.702 -1.630
*
```

---

Record 2
Computed, not measured: a molecular structure, C10H21BeClINO at a distorted geometry, with ωB97M-V/def2-TZVPD.

Calculated values
HOMO-LUMO gap: 0.078 Eh
Total energy: -1295.47600 hartree

ORCA input file:
```
! RIJCOSX wB97M-V def2-TZVPD def2/J DEFGRID3
* xyz 2 1
C 2.408 0.415 2.136
C 2.886 -0.442 0.968
C 2.520 0.095 -0.423
C 3.082 -0.898 -1.466
C 0.999 0.107 -0.609
O 0.562 1.343 -1.339
C -0.444 2.254 -0.660
Cl 0.228 2.882 0.796
C -1.820 1.572 -0.498
N -2.051 1.077 0.841
C -2.826 -0.179 0.893
C -2.152 -1.380 0.249
C -3.181 -2.409 -0.198
I -4.357 -1.678 -1.819
H 2.609 1.472 1.989
H 1.334 0.301 2.286
H 2.858 0.069 3.059
H 3.967 -0.532 1.008
H 2.419 -1.424 1.038
H 2.953 1.088 -0.607
H 2.704 -1.887 -1.225
H 2.711 -0.666 -2.476
H 4.165 -0.894 -1.473
H 0.480 0.020 0.340
H 0.696 -0.734 -1.223
H -0.559 3.116 -1.325
H -2.522 2.370 -0.753
H -1.923 0.786 -1.243
H -2.603 1.759 1.344
H -2.945 -0.410 1.949
H -3.839 -0.033 0.512
H -1.510 -1.888 0.969
H -1.530 -1.123 -0.607
H -2.705 -3.305 -0.574
H -3.841 -2.671 0.619
Be 1.227 1.829 -2.481
*
```

---

Record 3
Computed, not measured: a molecular structure, C42H55BN8O3S2Tc at a distorted geometry, with ωB97M-V/def2-TZVPD.

Calculated values
Energy above the lowest of the compared OMol25 structures with the same formula, charge and spin: 410.12 kJ/mol
HOMO-LUMO gap: 0.241 Eh
Total energy: -3198.99909 hartree

ORCA input file:
```
! RIJCOSX wB97M-V def2-TZVPD def2/J DEFGRID3
* xyz 1 1
Tc -0.134 -0.453 -0.806
C -2.325 3.343 -0.354
C -1.080 3.324 -1.254
C -0.837 4.707 -1.858
C 0.074 2.878 -0.401
C 0.856 3.738 0.364
C 1.593 2.930 1.210
C 2.567 3.385 2.254
C 1.915 4.413 3.184
C 3.818 3.964 1.586
N 1.285 1.653 0.925
N 0.354 1.604 -0.077
B 1.572 0.367 1.746
N 2.374 -0.621 0.873
N 1.795 -1.012 -0.284
C 2.688 -1.709 -0.990
C 3.868 -1.786 -0.256
C 3.636 -1.104 0.928
C 4.630 -1.007 2.051
C 5.062 0.418 2.398
C 4.165 -1.792 3.280
C 2.394 -2.268 -2.351
C 3.539 -3.135 -2.863
C 2.072 -1.136 -3.333
N 0.192 -0.239 2.157
N -0.688 -0.694 1.204
C -1.755 -1.205 1.836
C -1.560 -1.050 3.206
C -0.352 -0.403 3.385
C 0.050 0.069 4.777
C 1.366 0.798 5.027
C -1.086 0.963 5.304
C -2.996 -1.876 1.271
C -3.499 -1.386 -0.085
C -4.147 -1.746 2.283
H -3.167 3.832 -0.850
H -2.112 3.910 0.554
H -2.616 2.332 -0.064
H -1.235 2.618 -2.068
H -0.871 5.483 -1.092
H -1.613 4.934 -2.591
H 0.129 4.763 -2.360
H 0.864 4.814 0.327
H 2.863 2.528 2.852
H 1.675 5.329 2.642
H 2.595 4.672 3.996
H 0.993 4.024 3.619
H 3.569 4.870 1.031
H 4.259 3.249 0.892
H 4.566 4.219 2.338
H 2.197 0.621 2.705
H 4.779 -2.291 -0.524
H 5.515 -1.517 1.663
H 4.274 0.957 2.916
H 5.330 0.973 1.499
H 5.934 0.388 3.052
H 3.206 -1.424 3.639
H 4.894 -1.701 4.086
H 4.051 -2.850 3.041
H 1.500 -2.891 -2.269
H 4.436 -2.537 -3.039
H 3.258 -3.603 -3.807
H 3.786 -3.925 -2.154
H 2.902 -0.431 -3.403
H 1.178 -0.587 -3.006
H 1.869 -1.534 -4.328
H -2.229 -1.355 3.989
H 0.062 -0.840 5.385
H 1.414 1.738 4.477
H 2.237 0.199 4.782
H 1.422 1.036 6.090
H -1.202 1.841 4.665
H -0.851 1.303 6.313
H -2.041 0.442 5.336
H -2.758 -2.941 1.179
H -3.688 -0.310 -0.059
H -4.438 -1.890 -0.312
H -2.803 -1.602 -0.888
H -4.264 -0.709 2.601
H -3.997 -2.362 3.168
H -5.080 -2.065 1.820
O -1.561 -0.976 -6.054
S -2.641 -1.231 -4.853
O -3.214 -2.472 -5.220
N -1.889 -1.080 -3.503
C -2.309 0.049 -2.851
O -1.856 0.417 -1.772
C -3.369 0.798 -3.589
C -4.038 1.946 -3.222
C -4.996 2.453 -4.095
C -5.283 1.824 -5.303
C -4.614 0.664 -5.680
C -3.666 0.190 -4.800
H -3.822 2.425 -2.279
H -5.530 3.355 -3.830
H -6.043 2.232 -5.954
H -4.824 0.164 -6.616
S 0.245 1.618 -3.812
C -0.321 0.670 -4.912
N -0.652 0.025 -5.886
C -0.533 -2.162 -1.129
C -0.789 -3.558 -1.012
C -0.364 -4.185 0.172
C -0.572 -5.540 0.345
C -1.198 -6.281 -0.651
C -1.618 -5.665 -1.824
C -1.418 -4.310 -2.010
H 0.122 -3.585 0.932
H -0.246 -6.023 1.256
H -1.357 -7.342 -0.512
H -2.104 -6.246 -2.596
H -1.745 -3.818 -2.918
*
```

---

Record 4
Computed, not measured: 3 unconnected molecules or ions with the total composition C4H12O3 at a distorted geometry, with ωB97M-V/def2-TZVPD.

Calculated values
Energy above the lowest of the compared OMol25 structures with the same formula, charge and spin: 71.72 kJ/mol
HOMO-LUMO gap: 0.376 Eh
Total energy: -385.29444 hartree

ORCA input file:
```
! RIJCOSX wB97M-V def2-TZVPD def2/J DEFGRID3
* xyz 0 1
O -3.294 -1.591 1.047
C -2.228 -1.040 1.145
C -1.780 0.102 0.260
C -0.607 -0.309 -0.611
C -0.371 0.740 -1.715
H -1.425 -1.501 1.760
H -2.629 0.429 -0.333
H -1.378 0.839 0.961
H 0.345 -0.307 -0.064
H -0.613 -1.299 -1.065
H -1.245 0.744 -2.371
H 0.486 0.458 -2.324
H -0.217 1.714 -1.257
H 1.983 4.016 2.940
H 3.333 3.384 3.129
O 2.421 3.314 3.433
H 2.881 -2.668 -1.379
H 2.009 -3.899 -1.537
O 2.328 -3.125 -2.019
*
```